(1)
# C7H9N3O2

A 2-piece molecular cluster, C7H9N3O2 overall in a non-equilibrium geometry (ωB97M-V with the def2-TZVPD basis set, OMol25).

Geometry as ORCA input:
```
! RIJCOSX wB97M-V def2-TZVPD def2/J DEFGRID3
* xyz 0 1
H -2.98314 -1.33222 -1.31381
N -2.82926 -0.48764 -0.78711
C -1.72911 -0.53914 -0.12404
N -1.35768 0.54037 0.60881
O -2.16889 1.65930 0.49406
C -0.16504 0.75922 1.27859
C 0.63811 -0.18664 1.77612
H -1.03821 -1.36115 -0.07846
H -2.85883 1.34493 -0.16566
H 0.06048 1.81979 1.36982
H 0.39578 -1.24391 1.74703
H 1.57746 0.10664 2.22274
C 0.42719 -0.88795 -1.28498
C 1.30754 0.01048 -0.83291
C 1.12111 1.42143 -1.04057
N 0.96194 2.56298 -1.20928
C 2.52505 -0.42465 -0.09981
O 3.35953 0.32725 0.33542
H -0.43430 -0.61448 -1.81202
H 0.59041 -1.94472 -1.11422
H 2.59987 -1.52987 0.03027
*
```

## Properties
strongest force on any atom	0.0407	hartree/bohr
SMILES	[H]/N=C/N(O)C=C.C=C(C#N)C=O
HOMO-LUMO gap	8.06	eV
LUMO energy	-0.0228	hartree
HOMO energy	-8.7	eV
energy relative to the best compared isomer or geometry (same formula, charge and spin)	129.4	kcal/mol

***

(2)
# C26H20BF3N9O2Pd

C26H20BF3N9O2Pd as an isolated structure in a non-equilibrium geometry (ωB97M-V with the def2-TZVPD basis set, OMol25).

Geometry as ORCA input:
```
! RIJCOSX wB97M-V def2-TZVPD def2/J DEFGRID3
* xyz 1 1
Pd -0.04441 0.19466 0.00218
C -2.39089 2.78985 2.79972
C -3.30221 1.95837 3.44719
C -3.17354 0.59782 3.30353
C -2.12816 0.07117 2.51671
N -1.31868 0.89726 1.82216
C -1.43327 2.21214 1.98680
N -1.98708 -1.27112 2.56830
C -1.08682 -2.02580 2.03825
N -0.13380 -1.70264 1.12063
C 0.47161 -2.84049 0.67559
N 1.41202 -2.92768 -0.19702
C 1.85014 -2.04307 -1.10869
C 3.14653 -2.23308 -1.63361
C 3.56956 -1.45507 -2.68799
C 2.69017 -0.53004 -3.24552
C 1.44175 -0.37368 -2.66344
N 1.04119 -1.08435 -1.61634
C -0.07519 -3.98882 1.40298
C 0.17688 -5.34374 1.32779
C -0.55377 -6.17186 2.17458
C -1.48966 -5.66033 3.06333
C -1.75229 -4.29538 3.12973
C -1.04660 -3.47362 2.27490
H -2.40987 3.85960 2.92702
H -4.07211 2.37498 4.07803
H -3.82404 -0.10339 3.79951
H -0.70645 2.83241 1.46749
H 3.76997 -2.99485 -1.19239
H 4.56440 -1.57807 -3.09320
H 2.96782 0.06074 -4.10383
H 0.73252 0.35776 -3.04076
H 0.90863 -5.73865 0.64053
H -0.39033 -7.23774 2.13927
H -2.02664 -6.33336 3.71579
H -2.47449 -3.89267 3.82195
B -3.31189 1.55379 -0.77391
N -2.08717 2.39820 -1.06931
C -2.16008 3.71456 -1.35854
C -0.90205 4.16576 -1.67610
C -0.08361 3.03696 -1.55248
N -0.81673 1.99027 -1.18176
N -3.01740 0.06742 -0.64177
C -3.96772 -0.83546 -0.32952
C -3.45426 -2.09960 -0.51919
C -2.14853 -1.87724 -0.96341
N -1.90228 -0.56705 -1.02368
H -3.85514 1.95065 0.21643
H -4.09578 1.69857 -1.66978
H -3.09347 4.23553 -1.32966
H -0.60423 5.15317 -1.95151
H 0.97061 2.94247 -1.73019
H -4.93956 -0.52395 -0.00616
H -3.94263 -3.03660 -0.35299
H -1.41286 -2.59427 -1.27663
F 2.55715 3.77253 0.82265
C 3.12652 2.58646 1.11819
F 3.42008 2.60108 2.41208
F 4.26550 2.51681 0.42935
C 2.12012 1.46421 0.73257
O 1.51839 0.86170 1.62633
O 1.91944 1.30896 -0.48352
*
```

## Properties
strongest force on any atom	0.1102	hartree/bohr
HOMO-LUMO gap (spin up / spin down)	4.53 / 4.53	eV
LUMO energy (spin up / spin down)	-0.2544 / -0.2543	hartree
HOMO energy (spin up / spin down)	-11.5 / -11.4	eV
energy relative to the best compared isomer or geometry (same formula, charge and spin)	101.6	kcal/mol

***

(3)
# CdNO3

CdNO3 as an isolated structure in a non-equilibrium geometry (ωB97M-V with the def2-TZVPD basis set, OMol25).

Geometry as ORCA input:
```
! RIJCOSX wB97M-V def2-TZVPD def2/J DEFGRID3
* xyz 0 2
Cd -0.31466 1.19067 -2.16913
N 0.00108 -0.32399 0.59829
O 0.35478 -0.52171 -0.59569
O 0.23286 -1.27503 1.25864
O -0.27406 0.93007 0.90789
*
```

## Properties
strongest force on any atom	0.0858	hartree/bohr
HOMO-LUMO gap (spin up / spin down)	9.36 / 6.25	eV
LUMO energy (spin up / spin down)	-0.0086 / -0.1234	hartree
HOMO energy (spin up / spin down)	-9.6 / -9.6	eV
expectation value of S²	0.7555

***

(4)
# C4H12O2

A 2-piece molecular cluster, C4H12O2 overall in a non-equilibrium geometry (ωB97M-V with the def2-TZVPD basis set, OMol25).

Geometry as ORCA input:
```
! RIJCOSX wB97M-V def2-TZVPD def2/J DEFGRID3
* xyz 0 1
C 1.54566 -0.21072 2.52652
C 0.23378 -0.96088 2.69525
O 0.04842 -2.06950 1.81351
H 2.29885 -0.96058 2.23671
H 1.93568 0.13734 3.48313
H 1.50590 0.54886 1.74970
H 0.09132 -1.32254 3.71843
H -0.63261 -0.31194 2.53900
H 0.44408 -2.85683 2.20603
C -0.98424 2.29254 -2.21082
C -0.62876 0.83422 -1.88844
O -0.39593 0.11948 -3.09063
H -1.72658 2.60196 -1.49074
H -1.33992 2.38023 -3.21539
H -0.11294 2.94336 -2.11467
H 0.22865 0.86828 -1.21564
H -1.47545 0.37573 -1.38482
H 0.20394 -0.61098 -2.92489
*
```

## Properties
strongest force on any atom	0.0265	hartree/bohr
SMILES	CCO.CCO
HOMO-LUMO gap	10.95	eV
LUMO energy	0.0295	hartree
HOMO energy	-10.1	eV
energy relative to the best compared isomer or geometry (same formula, charge and spin)	20.0	kcal/mol

***

(5)
# C8H9N3OS

One molecule with the formula C8H9N3OS in a non-equilibrium geometry (ωB97M-V with the def2-TZVPD basis set, OMol25).

Geometry as ORCA input:
```
! RIJCOSX wB97M-V def2-TZVPD def2/J DEFGRID3
* xyz 0 1
C -1.91193 2.36499 1.67223
C -1.32539 3.22872 0.76816
C -1.43214 1.05489 1.79239
C -0.24589 2.88078 -0.00042
C -0.33805 0.72965 1.00446
C 0.17849 1.55510 0.04907
C 0.74679 -1.01015 0.19276
C 1.69011 -3.50108 -0.40944
N 1.37155 -0.38316 -0.72710
N -0.67260 -2.59765 -1.31260
N 1.14790 0.98102 -0.75587
O -0.29608 -3.07775 1.21322
S 0.17837 -2.62583 -0.06331
H -2.78175 2.59542 2.32729
H -1.64351 4.29952 0.71152
H -1.82620 0.34282 2.36171
H 0.13544 3.50536 -0.71535
H 2.42516 -3.62954 0.35372
H 1.40390 -4.55590 -0.65567
H 2.04792 -2.91748 -1.25592
H -1.49082 -3.26008 -1.21015
H 1.56955 1.56058 -1.42796
*
```

## Properties
strongest force on any atom	0.1018	hartree/bohr
HOMO-LUMO gap	8.61	eV
LUMO energy	0.0007	hartree
HOMO energy	-8.6	eV
energy relative to the best compared isomer or geometry (same formula, charge and spin)	144.1	kcal/mol

***

(6)
# C5H8O

One molecule with the formula C5H8O in a non-equilibrium geometry (ωB97M-V with the def2-TZVPD basis set, OMol25).

Geometry as ORCA input:
```
! RIJCOSX wB97M-V def2-TZVPD def2/J DEFGRID3
* xyz 0 1
C -1.92110 0.85914 -0.03764
C -1.26332 -0.34749 -0.72062
C 0.13993 -0.03685 -1.17797
C 1.12299 -0.44734 -0.58424
C 2.12373 -0.69133 0.42927
O 2.03294 0.26349 1.47430
H -2.14227 1.63792 -0.77160
H -2.83215 0.52927 0.47444
H -1.24069 1.28653 0.71586
H -1.15165 -1.13674 0.01928
H -1.84289 -0.72367 -1.56155
H 3.01306 -0.61291 -0.19770
H 2.09150 -1.68808 0.90548
H 1.86993 1.10806 1.03271
*
```

## Properties
strongest force on any atom	0.0299	hartree/bohr
SMILES	CCC#CCO
HOMO-LUMO gap	10.37	eV
LUMO energy	0.0313	hartree
HOMO energy	-9.5	eV
energy relative to the best compared isomer or geometry (same formula, charge and spin)	79.2	kcal/mol